Record 1
{"formula": "C10H13NO2", "method": "ωB97M-V/def2-TZVPD", "symbols": ["O", "O", "N", "C", "C", "C", "C", "C", "C", "C", "C", "C", "C", "H", "H", "H", "H", "H", "H", "H", "H", "H", "H", "H", "H", "H"], "xyz": [[1.9210, -0.2571, -1.2205], [-2.1851, 0.6889, -0.9015], [0.1707, -1.4775, -0.2997], [-0.8525, 3.0294, 1.6150], [-1.8175, 2.3290, 0.8428], [0.4855, 2.6560, 1.4805], [2.3701, -1.6157, -1.0421], [0.9477, 1.6415, 0.6465], [0.5263, -0.2346, -0.9309], [-1.3446, 1.3042, -0.0767], [-0.0093, 0.9708, -0.1493], [1.1752, -2.4465, -0.5937], [-1.1842, -1.9405, -0.0495], [0.8881, -3.1934, -1.2796], [-2.8502, 2.5522, 0.9068], [1.3685, -2.8821, 0.3949], [-1.7423, -1.9798, -0.9039], [-1.2893, -2.8751, 0.4603], [-1.1546, 3.7673, 2.3688], [-1.6451, -1.1815, 0.6893], [3.1475, -1.5953, -0.3381], [2.7665, -1.9167, -2.0585], [1.9990, 1.4008, 0.6311], [1.2264, 3.1488, 2.0927], [0.0562, -0.3142, -1.8780], [-2.9739, 0.4209, -0.4069]], "relative_energy_kj_mol": 262.3, "orbital_gap_ev": 8.7, "e_homo_ev": -7.96}



Record 2
{"formula": "C10H13NPSV", "method": "ωB97M-V/def2-TZVPD", "symbols": ["V", "S", "P", "N", "C", "C", "C", "C", "C", "C", "C", "C", "C", "C", "H", "H", "H", "H", "H", "H", "H", "H", "H", "H", "H", "H", "H"], "xyz": [[-1.2720, -1.3456, 0.8260], [-1.9317, -0.0257, -0.7477], [0.2279, -0.1924, 2.2202], [-3.8177, 1.1114, 0.7737], [-3.2892, -1.1655, 1.2939], [1.9606, -0.1399, -0.8223], [1.4306, 1.2687, -2.5087], [1.1135, -0.8401, -1.7612], [-4.5845, 0.1665, 2.8183], [-3.9877, -1.0421, 2.4894], [-4.4922, 1.2438, 1.9611], [2.1980, 1.1711, -1.3201], [-3.1663, -0.0448, 0.4358], [0.9401, -0.0093, -2.8937], [-4.0740, -1.9007, 3.1346], [0.4199, -0.2475, -3.8045], [-0.3763, 0.7194, 3.2073], [-3.7132, 1.9396, 0.1841], [-2.7559, -2.1086, 0.9536], [-4.9342, 2.2136, 2.1679], [0.1124, -1.5657, 2.8660], [-5.1226, 0.2700, 3.7596], [1.6369, 0.0751, 2.2734], [2.7187, 1.9746, -0.7987], [2.3716, -0.5633, 0.0994], [0.7392, -1.8601, -1.6322], [1.2617, 2.1852, -3.0544]], "relative_energy_kj_mol": 354.1, "spin_multiplicity": 4, "orbital_gap_ev": [5.3, 5.2], "e_homo_ev": [-2.59, -2.44], "total_charge": -1}



Record 3
{"formula": "C10H13O11S", "method": "ωB97M-V/def2-TZVPD", "symbols": ["S", "O", "O", "O", "O", "O", "O", "O", "O", "O", "O", "O", "C", "C", "C", "C", "C", "C", "C", "C", "C", "C", "H", "H", "H", "H", "H", "H", "H", "H", "H", "H", "H", "H", "H"], "xyz": [[-5.6390, 0.0820, -2.7219], [2.4574, -0.0205, -2.0073], [-2.8669, 0.4303, -3.4557], [5.3362, -1.8353, 4.5903], [-3.6723, -1.7332, -3.0212], [-2.9233, 2.9860, 0.9838], [4.1914, -1.5569, 2.6556], [1.9396, 0.8572, 0.0168], [-5.0760, 2.3985, 0.5838], [-3.3719, 1.1195, -0.1847], [3.4193, -0.6289, 4.5505], [0.6922, -0.8125, -0.8695], [-1.6955, 2.2876, 0.8365], [-1.9778, 1.3457, -0.2943], [-3.9018, 2.1859, 0.4706], [-3.8666, -0.4718, -3.1001], [2.8844, -1.0711, 2.3732], [2.6359, -0.1019, 3.4869], [4.4033, -1.3833, 3.9883], [2.0206, -1.1879, -2.6917], [0.6285, -1.3810, -2.1741], [1.7161, 0.0790, -0.8722], [0.3427, -2.4325, -2.1265], [2.6839, -2.0188, -2.4319], [-6.3505, -0.5469, -3.7582], [2.1846, -1.9122, 2.3857], [2.0466, -1.0383, -3.7718], [-1.7684, 1.7886, -1.2722], [-1.4265, 0.4092, -0.2047], [2.8500, -0.5964, 1.3938], [1.5830, -0.0504, 3.7676], [-0.8798, 2.9768, 0.6123], [-0.1182, -0.8368, -2.7610], [2.9902, 0.9059, 3.2516], [-1.4713, 1.7643, 1.7715]], "orbital_gap_ev": 6.8, "e_homo_ev": -4.59, "total_charge": -1}



Record 4
{"formula": "C10H13O2", "method": "ωB97M-V/def2-TZVPD", "symbols": ["O", "O", "C", "C", "C", "C", "C", "C", "C", "C", "C", "C", "H", "H", "H", "H", "H", "H", "H", "H", "H", "H", "H", "H", "H"], "xyz": [[-2.1706, 1.6961, -3.5844], [-3.7897, 2.2562, -2.1011], [1.1718, -1.3049, -0.2002], [0.8914, -2.5484, -0.7553], [-1.6012, 2.9894, -1.6307], [1.8970, 0.1024, 1.7404], [-1.7968, 2.8498, -0.1199], [0.8514, -3.6499, 0.0781], [1.3002, -2.2793, 2.0046], [0.9929, -3.5343, 1.4430], [-2.6037, 2.2288, -2.5469], [1.5183, -1.2067, 1.1556], [1.5295, -2.1782, 3.0576], [-1.8170, 1.7635, 0.0034], [-1.5441, 4.0452, -1.9175], [0.5550, -2.5428, -1.7838], [0.6352, -4.6394, -0.3125], [1.5895, 0.9280, 1.0793], [1.1988, -0.3808, -0.7642], [0.7704, -4.3715, 2.0921], [-2.6849, 3.3221, 0.2825], [2.9651, 0.3333, 1.5322], [-0.9488, 3.2561, 0.4377], [1.7186, 0.2688, 2.7944], [-0.6283, 2.5965, -1.9845]], "relative_energy_kj_mol": 71.7, "orbital_gap_ev": 6.7, "e_homo_ev": -3.76, "total_charge": -1}



Record 5
{"formula": "C10H13O2", "method": "ωB97M-V/def2-TZVPD", "symbols": ["O", "O", "C", "C", "C", "C", "C", "C", "C", "C", "C", "C", "H", "H", "H", "H", "H", "H", "H", "H", "H", "H", "H", "H", "H"], "xyz": [[3.6676, 1.6796, 3.0728], [2.3886, 2.9733, 1.7358], [1.1382, 0.0577, 2.4595], [-1.5892, -1.1457, -1.4799], [2.1852, 0.6383, 1.4701], [-2.1515, -0.3396, -0.4682], [-1.5770, 0.8952, -0.2674], [-2.0163, -2.5662, -1.7310], [-0.5777, -0.6532, -2.2865], [-0.0267, 0.6350, -2.0926], [-0.6049, 1.4066, -1.1204], [2.8018, 1.8727, 2.1859], [-1.9376, 1.4935, 0.5678], [0.6115, 0.7865, 3.0634], [2.9838, -0.0957, 1.3820], [-3.0659, -0.6363, 0.0175], [-1.0887, -3.1322, -1.7604], [-0.0743, -1.3412, -2.9648], [-2.6531, -2.8970, -0.9096], [-2.5594, -2.6853, -2.6741], [-0.2918, 2.4339, -0.9935], [0.7905, 0.9755, -2.7086], [1.5551, -0.7203, 3.0999], [1.7056, 0.8638, 0.5209], [0.3866, -0.4991, 1.8812]], "relative_energy_kj_mol": 60.2, "orbital_gap_ev": 6.6, "e_homo_ev": -3.67, "total_charge": -1}



Record 6
{"formula": "C10H13O2", "method": "ωB97M-V/def2-TZVPD", "symbols": ["O", "O", "C", "C", "C", "C", "C", "C", "C", "C", "C", "C", "H", "H", "H", "H", "H", "H", "H", "H", "H", "H", "H", "H", "H"], "xyz": [[-1.8720, 1.9876, 1.9717], [-2.5567, -0.0964, 2.0126], [1.0945, -1.7965, -2.4783], [1.8472, -1.0329, -3.2915], [-0.7378, 1.0877, -0.6007], [0.1843, -1.1570, -1.5107], [1.5331, 0.2835, -3.4722], [-0.4221, -0.9276, 3.5490], [-0.4099, 0.5773, 3.0282], [0.5585, 0.8878, -2.6552], [-1.6794, 0.7608, 2.3005], [-0.1477, 0.1507, -1.6396], [0.5975, 1.9585, -2.5316], [0.5453, 0.8900, 2.2417], [-0.2994, 1.2684, 3.8239], [-1.2521, -1.0300, 4.2698], [-1.0282, 1.9812, -1.1202], [2.2438, 0.9439, -3.9735], [-1.7055, 0.6761, -0.2364], [-0.0552, 1.4326, 0.2659], [0.9722, -2.8660, -2.4432], [0.4217, -1.1299, 4.2584], [0.0747, -1.7705, -0.7825], [-0.5995, -1.5545, 2.8485], [2.6928, -1.5247, -3.8346]], "relative_energy_kj_mol": 295.9, "orbital_gap_ev": 6.9, "e_homo_ev": -3.65, "total_charge": -1}



no.,electronic energy (hartree),M (g/mol)
1,-594.0154,179.2
2,-2126.9146,261.2
3,-1614.7683,341.3
4,-539.3648,165.2
5,-539.3691,165.2
6,-539.2794,165.2